No. 1
DFT (ωB97M-V/def2-TZVPD) results for a 2-piece molecular cluster, C21H31N5O2S2 overall.

XYZ file:
```
61
Properties=species:S:1:pos:R:3:forces:R:3:mulliken_charge:R:1
C -1.78692 3.97906 2.75163 0.153 -0.311 0.515 -0.856
C -2.51328 2.78692 3.56298 0.441 0.046 -0.493 -0.358
S -4.24736 2.50649 2.93589 0.164 -0.359 0.199 -0.070
C -4.30783 0.87053 2.05790 0.055 -0.454 -1.212 -0.741
C -3.84609 0.93921 0.50826 1.386 -1.665 -0.719 0.344
C -2.98608 -0.25162 -0.05351 -2.482 4.295 -0.516 0.167
O -2.65699 -1.26885 0.88519 0.420 1.934 -2.017 -0.431
C -1.25938 -1.66648 0.79968 0.933 -0.955 0.852 -0.462
C -0.21110 -0.45010 0.71375 -0.785 0.741 -0.211 0.272
N 1.10836 -0.70495 1.35451 -0.703 -0.886 -1.047 -0.321
C 1.71829 -2.00146 0.94742 1.300 -0.220 0.346 -0.587
C 2.05799 -2.12246 -0.62149 1.135 0.066 0.179 0.342
C 2.58589 -0.76051 -1.29180 -0.522 -0.715 -0.858 -1.058
O 0.96996 -2.63356 -1.44013 0.273 -0.560 0.973 -0.565
C -2.57074 -0.22034 -1.57075 -1.501 2.909 0.255 -0.181
C -2.96981 0.99073 -2.46547 -0.392 -1.168 1.350 -0.054
N -2.56796 1.09956 -3.90347 2.831 1.174 3.322 -0.607
C -1.43099 1.82431 -3.83717 -0.525 -0.038 -0.312 0.481
C -1.43104 3.44735 -3.82297 0.446 -0.473 0.030 -0.965
C 0.03935 1.14617 -3.72503 -0.369 1.167 -0.204 -0.258
C -3.83267 2.19173 -1.89965 -1.110 1.016 1.825 0.437
N -4.30222 3.38693 -2.53955 0.779 -2.521 2.009 -0.535
S -5.19864 4.35741 -1.46303 2.478 -5.206 0.943 0.158
N -5.07811 3.31573 -0.08397 1.810 -2.059 -1.450 -0.635
C -4.28938 2.15179 -0.38088 -0.099 0.960 -2.067 0.514
H -2.29457 4.98408 3.02548 0.923 -1.679 -0.623 0.323
H -0.68742 3.98716 3.10502 -1.650 0.250 -0.582 0.307
H -1.79762 3.81611 1.60503 -0.168 0.208 1.988 0.162
H -1.94190 1.80142 3.42412 -0.729 1.447 0.427 0.164
H -2.61503 3.06943 4.68095 0.318 -0.619 -1.884 0.335
H -3.73624 0.09024 2.66586 -0.671 1.048 -1.155 0.232
H -5.41490 0.54707 2.04807 1.647 0.690 0.241 0.348
H -1.02517 -2.22804 1.78856 -0.651 0.944 -1.526 0.338
H -1.16787 -2.44640 -0.03067 0.147 1.304 0.931 0.100
H -0.08963 -0.15734 -0.40242 0.041 -0.515 1.885 -0.378
H -0.65369 0.48262 1.24282 0.471 -1.596 -0.898 0.248
H 1.09222 -0.56906 2.37287 -0.155 -0.342 -0.769 0.342
H 2.73840 -2.06468 1.49879 -1.607 0.046 -0.939 0.351
H 1.13286 -2.93545 1.28818 0.638 1.217 -0.628 0.238
H 2.91826 -2.89729 -0.70158 -1.276 1.260 0.274 0.224
H 3.72766 -0.79689 -1.30574 -1.618 0.440 0.244 0.350
H 2.14081 0.18879 -0.84067 0.910 -1.412 -0.306 0.196
H 2.23738 -0.78297 -2.39709 0.635 -0.074 1.758 0.217
H 0.85466 -3.58414 -1.19933 0.102 1.132 -0.288 0.358
H -1.94943 -1.10443 -1.97163 -1.117 1.789 0.401 0.362
H -0.39950 3.88079 -4.10728 -1.652 -0.798 0.396 0.366
H -1.65372 3.77195 -2.74357 0.258 -0.556 -1.484 0.189
H -2.25307 3.88372 -4.48637 1.107 -0.866 1.007 0.308
H 0.85059 1.97095 -3.77165 -1.311 -1.437 -0.005 0.303
H 0.20555 0.38288 -4.56158 -0.395 0.987 1.355 0.334
H 0.10468 0.66719 -2.68831 -0.253 0.387 -1.487 -0.358
N 6.57011 -3.08424 2.17397 -0.044 -0.079 -0.064 0.007
C 5.50191 -3.82251 2.60887 -0.061 0.033 0.068 -0.579
C 4.90679 -4.39408 1.51062 -0.077 0.002 0.255 -0.351
C 5.64671 -3.99033 0.37154 0.176 0.144 -0.144 -0.307
C 6.66873 -3.18508 0.81184 0.016 0.068 -0.046 -0.618
H 7.18782 -2.55066 2.76426 -0.117 -0.121 -0.120 0.195
H 5.25732 -3.87601 3.65906 0.001 -0.017 -0.118 0.391
H 4.03590 -5.03318 1.52552 0.095 0.046 0.021 0.436
H 5.45348 -4.25958 -0.65675 0.050 0.019 0.098 0.440
H 7.45466 -2.67561 0.27485 -0.099 -0.067 0.029 0.398
```
Forces are in eV/Å.

Calculated values
Total charge: 0
Largest force on an atom, eV/A: 5.84
SMILES: CCSCc1c(OCCNC[C@H](C)O)cc(N=C(C)C)c2nsnc12.c1cc[nH]c1
LUMO energy, eV: -0.930
Kohn-Sham gap, eV: 6.76

=====

No. 2
DFT (ωB97M-V/def2-TZVPD) results for a 6-piece molecular cluster, C21H31N6O10 overall.

XYZ file:
```
68
Properties=species:S:1:pos:R:3:forces:R:3:mulliken_charge:R:1
N 0.03566 0.48957 -0.20926 2.595 -1.481 3.570 0.889
O -0.86734 -0.32243 -0.43026 -0.914 0.206 -1.258 -0.647
O -0.14134 1.54857 0.39574 -1.914 2.037 -0.479 -0.590
O 1.24366 0.12457 -0.20826 0.144 -0.760 -1.703 -0.537
C 3.79366 3.65757 -2.32526 1.038 -3.521 1.708 -0.591
C 3.26466 2.30157 -1.75526 5.450 0.796 -3.128 -0.184
C 4.23666 1.10057 -2.00326 -0.120 5.090 0.254 -0.421
C 5.65566 1.37257 -2.62626 -4.085 2.667 2.591 0.144
C 6.12166 2.76957 -2.70426 -0.634 -1.129 -2.588 -0.261
C 5.15466 3.88957 -2.63726 -0.591 -4.531 0.207 -0.349
N 6.56566 0.23757 -2.74026 0.151 -1.669 5.003 0.793
O 6.39466 -0.73643 -1.85926 0.139 2.945 -3.723 -0.512
O 7.59266 0.40957 -3.33426 0.102 -0.430 -0.960 -0.546
H 3.12366 4.48357 -2.36826 -0.537 0.446 0.063 0.395
H 2.28966 2.40357 -1.24626 0.636 -1.155 -0.385 0.329
H 3.92966 0.18257 -1.51426 0.321 -0.230 -0.608 0.562
H 7.15566 3.00257 -3.25926 -2.317 -0.747 1.748 0.225
H 5.49066 4.78157 -3.07026 0.322 1.386 -0.102 0.385
C -1.33834 -1.20043 3.04774 4.364 -0.321 3.852 -0.372
C -0.03734 -0.39443 3.39974 -1.455 -3.407 1.395 -0.290
C 0.75566 -0.76343 4.55874 -9.850 -6.629 -2.028 -0.800
C 0.29666 -1.95443 5.43474 -4.218 0.560 -3.633 0.105
C -1.00634 -2.67543 5.03874 5.372 8.084 -5.213 -0.703
C -1.78134 -2.28043 3.84374 4.030 1.930 2.614 -0.638
N 1.02166 -2.37443 6.67174 0.924 -2.340 -1.275 0.897
O 0.85166 -3.48143 7.21574 -1.437 1.371 -0.866 -0.580
O 2.00066 -1.73143 6.92774 0.625 1.713 0.468 -0.567
H -1.87834 -1.13743 2.18274 -0.971 1.339 -2.359 0.553
H 0.35666 0.37457 2.73474 -0.439 -0.106 0.043 0.400
H 1.52366 -0.32643 4.85474 6.863 4.086 2.193 0.773
H -1.34434 -3.27743 5.67474 -2.714 -5.333 4.990 0.711
H -2.74634 -2.66543 3.71274 -1.013 -0.894 -0.434 0.464
C -1.80034 1.69457 -3.20426 -1.323 0.048 -10.053 0.823
O -1.18534 2.47757 -3.99426 -1.274 -2.100 3.937 -0.689
N -2.74334 0.76257 -3.84126 0.232 0.991 -0.151 0.113
C -3.46034 -0.14443 -2.95426 0.965 1.142 -0.216 -0.993
C -2.72434 0.56557 -5.31826 -0.043 -0.812 -1.490 -0.838
H -1.94834 1.38257 -2.26726 0.972 0.361 4.791 -0.383
H -3.56734 0.27657 -1.96626 0.521 -0.267 0.397 0.168
H -3.10134 -1.11143 -3.03626 2.454 -1.977 0.978 0.441
H -4.38634 -0.53643 -3.18726 -3.143 1.015 -1.468 0.466
H -2.92134 1.50857 -5.91626 -0.557 -1.014 0.976 0.286
H -3.26434 -0.41943 -5.86926 0.884 2.781 2.292 0.244
H -1.68834 0.41357 -5.60126 0.433 -0.229 0.102 0.311
C 0.98666 -3.94743 -0.30026 -3.959 4.042 -4.946 0.347
O 0.67766 -4.66343 -1.22726 0.012 -1.178 -1.014 -0.670
N 1.55066 -4.28943 0.75774 3.782 -3.287 4.793 0.147
C 1.94866 -3.37743 1.81074 0.689 2.255 0.385 -0.662
C 1.94566 -5.71643 0.96074 -4.822 -1.655 0.065 -0.941
H 0.62666 -2.85143 -0.37426 0.829 -1.020 0.510 0.168
H 1.80566 -2.28643 1.38074 0.791 -2.085 0.753 0.121
H 3.05466 -3.62843 2.09574 -2.025 0.846 -0.410 0.293
H 1.29866 -3.32643 2.75174 0.722 -0.801 -1.195 0.222
H 1.42066 -6.59843 0.28674 0.697 3.049 1.307 0.229
H 1.54666 -5.87543 1.97474 0.364 -0.512 -0.132 0.356
H 2.91066 -6.06943 0.94274 2.826 0.501 -0.174 0.379
C -5.06434 3.97857 1.46874 -2.985 3.364 1.158 0.125
O -6.15534 4.62457 1.43174 2.139 -1.592 0.126 -0.628
N -4.70834 3.15457 0.47674 3.712 0.116 1.861 0.227
C -3.24334 2.69257 0.58274 1.232 -2.123 2.174 -0.429
C -5.54234 3.00757 -0.68726 -0.888 -0.959 -0.714 -0.720
H -4.40934 4.27057 2.40574 -0.458 -1.428 -2.038 0.301
H -2.84534 2.31757 -0.35926 -0.436 0.082 -0.085 -0.151
H -3.10134 1.69357 1.36374 -0.717 2.843 -2.209 0.201
H -2.36734 3.41357 0.96074 -2.635 -0.926 -0.772 0.308
H -6.64834 2.87057 -0.32626 2.131 0.413 -0.893 0.291
H -5.17634 2.06557 -1.19626 -0.666 1.003 0.398 0.230
H -5.43434 3.86257 -1.42726 -0.325 -0.857 0.999 0.268
```
Forces are in eV/Å.

Calculated values
Total charge: -1
Largest force on an atom, eV/A: 12.05
LUMO energy, eV: 0.887
Kohn-Sham gap, eV: 6.81

=====

No. 3
DFT (ωB97M-V/def2-TZVPD) results for C21H31O3Os as an isolated structure.

XYZ file:
```
56
Properties=species:S:1:pos:R:3:forces:R:3:mulliken_spin:R:1
O -0.17115 -1.82993 -1.43861 -0.418 -0.163 -0.258 -0.118
C -1.34655 -2.30867 -2.15837 -0.114 0.450 0.058 0.027
C -0.81075 -3.72662 -2.25981 0.142 0.189 0.124 0.006
H -1.42078 -1.80033 -3.12707 -0.227 -0.074 0.210 0.002
H -2.24871 -2.18677 -1.54726 0.066 0.141 -0.257 -0.004
C 0.46591 -3.14483 -1.59313 0.115 -0.466 -0.233 -0.002
H -0.70811 -4.07175 -3.29475 0.001 -0.139 0.396 -0.001
H -1.35664 -4.43444 -1.62410 0.239 0.033 -0.330 0.002
C 1.64948 -3.03257 -2.53048 0.076 -0.017 0.068 0.005
H 1.39184 -2.39876 -3.38693 0.078 -0.187 0.083 -0.001
H 1.93410 -4.02810 -2.89199 0.008 0.222 0.050 0.000
H 2.50429 -2.59632 -2.00134 -0.015 -0.041 -0.200 0.001
C 0.83265 -3.74739 -0.25756 0.079 -0.055 0.089 0.006
H -0.06018 -3.90462 0.35561 0.191 -0.018 -0.051 -0.001
H 1.52535 -3.09408 0.28787 -0.147 -0.174 -0.094 0.000
H 1.33213 -4.71105 -0.41405 -0.135 0.135 0.060 0.001
Os 0.23656 0.35952 0.17467 -4.526 -3.675 -1.073 1.922
C -0.34684 0.27244 2.22111 -0.486 0.156 0.627 0.076
C -1.46889 0.81523 1.52361 -1.302 -0.073 1.417 0.066
C -2.16515 -0.28351 0.90026 0.261 0.605 0.030 0.183
H -1.81286 1.84421 1.59715 0.062 -0.393 0.025 -0.005
C -1.43947 -1.46191 1.14733 -0.533 -1.014 0.882 0.405
C -0.23620 -1.11260 1.84339 -0.609 -0.314 0.301 0.009
H 0.53032 -1.80157 2.20282 -0.384 0.251 -0.145 -0.008
H 0.27959 0.81480 2.92254 -0.194 -0.188 -0.162 0.000
H -3.10550 -0.19484 0.35311 0.402 -0.047 0.150 0.009
H -1.76740 -2.47908 0.92893 0.237 0.476 -0.157 0.004
C 1.63156 1.81621 0.58028 2.300 2.438 0.544 0.061
C 2.11865 0.54417 1.01586 1.332 1.202 0.831 0.076
C 2.22692 -0.30401 -0.11850 1.073 -0.867 -1.095 0.076
H 2.38464 0.26880 2.02756 -0.101 0.053 -0.137 -0.011
C 1.82005 0.43784 -1.26532 1.390 -0.121 -0.714 0.103
C 1.44365 1.73641 -0.82820 1.234 1.452 -0.471 0.078
H 1.05005 2.52505 -1.45727 0.128 -0.025 0.091 0.026
H 1.40140 2.67177 1.20728 0.283 -0.115 -0.221 -0.015
H 2.57700 -1.32747 -0.10482 -0.033 0.226 -0.029 -0.013
H 1.75478 0.06503 -2.27657 0.031 -0.017 0.091 0.026
O -1.75497 -4.80692 -5.52082 -0.429 -1.115 -0.896 0.000
C -1.18345 -6.12455 -5.32958 0.091 -0.182 0.663 0.000
C -1.59657 -7.04088 -6.49147 -0.037 0.833 -0.347 0.000
H -1.56915 -6.54422 -4.38072 0.084 0.239 -0.254 0.000
H -0.09186 -6.02399 -5.21968 -0.312 -0.001 -0.146 0.000
C -2.91895 -6.38941 -6.96356 0.250 -0.021 0.942 0.000
H -1.71081 -8.08087 -6.18115 0.059 0.141 -0.056 0.000
H -0.85741 -6.97469 -7.30015 -0.102 -0.146 0.185 0.000
C -2.66733 -4.90370 -6.65146 0.037 0.283 -0.484 0.000
H -3.74224 -6.76955 -6.34197 0.105 0.099 -0.254 0.000
H -3.14114 -6.57825 -8.01660 0.013 0.106 0.192 0.000
H -3.58921 -4.35001 -6.42218 0.305 -0.176 0.073 0.000
H -2.20855 -4.43250 -7.54202 -0.027 -0.031 0.444 0.000
C -1.49295 1.13316 -2.68742 0.029 -0.271 -1.609 0.218
C -1.40926 1.66713 -1.33372 -1.389 1.942 1.542 0.403
O -1.98746 2.58597 -0.81685 1.009 -1.579 -0.984 0.409
H -2.14278 0.24433 -2.64136 0.215 0.292 -0.045 -0.017
H -0.49850 0.80675 -3.03373 -0.432 -0.004 0.191 -0.006
H -1.90346 1.86798 -3.40331 0.031 -0.254 0.345 0.002
```
Forces are in eV/Å.

Calculated values
⟨S²⟩: 6.023
Total charge: +1
Largest force on an atom, eV/A: 5.93
2S+1: 5
LUMO energy (alpha / beta), eV: -2.507 / -5.605
Kohn-Sham gap (alpha / beta), eV: 5.71 / 6.01

=====

total charge of number 1 (C21H31N5O2S2)? 0

=====

largest force on an atom of number 2 (C21H31N6O10)? 12.05 eV/A

=====

Which of these has the highest largest force on an atom? C21H31N6O10